1.
C4H6N2O2 in the gas phase. Source: the Open Molecules 2025 dataset; level of theory: ωB97M-V/def2-TZVPD.

CARTESIAN COORDINATES (ANGSTROEM)
C: 1.26 0.23 -0.20
C: -1.63 -0.39 0.16
C: -0.90 0.89 0.56
C: 0.08 0.94 -0.66
H: 3.02 -0.32 0.56
H: 1.07 -1.96 -0.07
H: -2.36 -0.12 -0.57
H: -1.84 -0.96 1.22
H: -0.44 0.81 1.48
H: -0.10 0.42 -1.61
N: 2.47 0.50 0.02
N: 0.56 -1.03 0.12
O: -0.63 -1.10 -0.72
O: -0.55 2.08 -0.29

## Properties
* structure (SMILES): [H]/N=C1\NOC[C@@H]2O[C@@H]12
* electronic energy: -415.7514 Eh
* energy relative to the best compared isomer or geometry (same formula, charge and spin): 181.52 kcal/mol
* E_LUMO: 0.9 eV

Charge distribution, Mulliken scheme, values in e: 0.212 -0.281 -0.204 0.177 0.240 0.292 0.354 0.280 0.348 0.325 -0.669 -0.301 -0.362 -0.409

2.
A molecular structure, C4H6N2O2. Source: the Open Molecules 2025 dataset; level of theory: ωB97M-V/def2-TZVPD.

CARTESIAN COORDINATES (ANGSTROEM)
C: 1.42 -0.76 0.04
C: -0.40 0.35 -0.40
C: -1.82 -0.11 -0.17
C: -0.02 -0.78 0.42
H: 2.44 0.89 -0.56
H: 0.28 1.74 0.91
H: -0.23 -0.04 -1.45
H: -2.59 -0.07 -0.93
H: -2.27 0.29 0.76
H: -0.06 -0.63 1.53
N: 1.73 0.65 0.13
N: 0.54 1.47 -0.06
O: 2.26 -1.57 -0.25
O: -1.29 -1.44 0.02

## Properties
* electronic energy: -415.8791 Eh
* energy relative to the best compared isomer or geometry (same formula, charge and spin): 101.33 kcal/mol
* E_LUMO: 0.9 eV

Charge distribution, Mulliken scheme, values in e: 0.293 0.054 -0.516 0.066 0.294 0.349 0.259 0.283 0.239 0.328 -0.212 -0.463 -0.558 -0.416

3.
C4H6N2O2 in the gas phase. Source: the Open Molecules 2025 dataset; level of theory: ωB97M-V/def2-TZVPD.

CARTESIAN COORDINATES (ANGSTROEM)
C: 0.32 0.23 0.91
C: -0.03 1.65 0.34
C: 0.45 -0.61 -0.46
C: 0.62 -2.11 -0.50
H: -1.59 -0.12 0.97
H: 1.39 -0.11 1.43
H: 0.95 1.83 -0.06
H: -0.39 2.39 0.95
H: -1.21 1.81 -1.63
H: 0.19 -2.42 -1.53
N: -0.76 1.09 -0.89
N: -0.10 -0.04 -1.40
O: -0.78 -0.58 1.57
O: 0.95 -3.02 0.29

## Properties
* structure (SMILES): O=CC1=NNC[C@H]1O
* electronic energy: -415.8501 Eh
* energy relative to the best compared isomer or geometry (same formula, charge and spin): 119.56 kcal/mol
* E_LUMO: 0.0 eV

Charge distribution, Mulliken scheme, values in e: 0.081 -0.683 0.365 -0.018 0.405 0.324 0.308 0.424 0.293 0.281 -0.247 -0.499 -0.535 -0.497

4.
C4H6N2O2 in the gas phase. Source: the Open Molecules 2025 dataset; level of theory: ωB97M-V/def2-TZVPD.

CARTESIAN COORDINATES (ANGSTROEM)
C: -0.41 -0.76 0.03
C: -1.78 -0.75 -0.52
C: -0.96 0.53 -0.75
C: 1.01 -0.37 -0.19
H: -0.40 0.37 1.57
H: -1.91 -1.22 -1.46
H: -2.51 -0.86 0.29
H: -0.75 0.77 -1.81
H: -0.53 2.42 -0.08
H: 1.64 1.48 0.70
N: -0.34 1.42 0.24
N: 1.08 1.08 -0.10
O: -0.53 -0.55 1.38
O: 2.04 -1.01 -0.33

## Properties
* structure (SMILES): O=C1NN[C@@H]2C[C@@]12O
* electronic energy: -415.8256 Eh
* energy relative to the best compared isomer or geometry (same formula, charge and spin): 134.93 kcal/mol
* E_LUMO: 0.8 eV

Charge distribution, Mulliken scheme, values in e: 0.793 -0.520 -0.420 0.152 0.449 0.258 0.256 0.256 0.360 0.283 -0.472 -0.318 -0.509 -0.569

| no. | M (g mol⁻¹) |
| --- | --- |
| 1 | 114.1 |
| 2 | 114.1 |
| 3 | 114.1 |
| 4 | 114.1 |